1.
{"formula": "C43H56FN5O5SSbTa", "method": "wB97M-V/def2-TZVPD", "symbols": ["Ta", "C", "C", "N", "C", "C", "C", "O", "O", "C", "O", "C", "C", "C", "F", "C", "C", "C", "N", "C", "C", "N", "C", "C", "H", "H", "H", "H", "H", "H", "H", "H", "H", "H", "H", "H", "H", "H", "H", "H", "H", "H", "O", "S", "O", "N", "C", "C", "C", "C", "C", "C", "C", "C", "N", "C", "C", "C", "C", "C", "C", "C", "H", "H", "H", "H", "H", "H", "H", "H", "H", "H", "H", "C", "C", "C", "C", "Sb", "C", "C", "C", "C", "C", "C", "C", "C", "H", "H", "H", "H", "H", "H", "H", "H", "H", "H", "H", "H", "H", "H", "H", "H", "H", "H", "H", "H", "H", "H", "H", "H", "H", "H", "H"], "coordinates": [[1.8388, 0.2802, -0.3478], [-4.3078, 1.8814, 4.3856], [-3.8478, 2.9658, 3.4180], [-3.0489, 2.3975, 2.3351], [-1.7310, 2.4257, 2.4504], [-0.8465, 1.8507, 1.5541], [0.5921, 1.9695, 1.8890], [1.0154, 2.6168, 2.8066], [1.4078, 1.2584, 1.0845], [-1.3502, 1.1954, 0.3879], [-0.6329, 0.5622, -0.4446], [-2.7827, 1.2765, 0.2191], [-3.3733, 0.8103, -0.9654], [-4.7293, 0.7962, -1.1221], [-5.1911, 0.4125, -2.3266], [-5.6211, 1.1904, -0.0857], [-5.0113, 1.7191, 1.0608], [-3.6280, 1.8133, 1.2210], [-6.9808, 1.0379, -0.1708], [-7.6198, 0.2770, -1.2346], [-8.8807, -0.4262, -0.7283], [-9.8128, 0.5400, -0.1000], [-9.1147, 1.1989, 1.0284], [-7.9068, 1.9509, 0.4744], [-4.8589, 2.3410, 5.2003], [-3.4481, 1.3639, 4.8039], [-4.9515, 1.1538, 3.8994], [-3.2309, 3.6888, 3.9544], [-4.6922, 3.5063, 2.9899], [-1.3069, 2.9114, 3.3198], [-2.7419, 0.4969, -1.7833], [-5.6357, 2.0450, 1.8719], [-6.9596, -0.5181, -1.5820], [-7.8600, 0.9215, -2.0920], [-8.6165, -1.1755, 0.0226], [-9.3610, -0.9347, -1.5661], [-10.6589, 0.0554, 0.2233], [-10.1134, 1.2459, -0.7871], [-8.7981, 0.4239, 1.7305], [-9.7803, 1.8873, 1.5504], [-7.4242, 2.4787, 1.2917], [-8.2447, 2.7051, -0.2513], [1.1932, -1.3816, -1.1482], [1.5994, -1.0955, -2.5762], [2.4309, -2.1201, -3.0928], [2.4137, 0.2402, -2.2164], [3.1242, 1.1760, -2.9587], [3.4376, 1.1397, -4.3006], [4.2000, 2.1742, -4.8667], [4.6637, 3.2214, -4.1139], [4.3870, 3.2807, -2.7306], [4.8682, 4.2827, -1.8630], [4.5558, 4.2234, -0.5245], [3.7555, 3.1832, -0.0454], [3.2792, 2.2238, -0.8273], [3.5906, 2.2553, -2.1525], [0.0885, -0.7961, -3.4468], [-0.9806, -1.6056, -3.1009], [-2.2002, -1.4138, -3.7293], [-2.3315, -0.4291, -4.6961], [-1.2504, 0.3686, -5.0395], [-0.0252, 0.1914, -4.4106], [3.1204, 0.3080, -4.9146], [4.4265, 2.1256, -5.9196], [5.2534, 4.0021, -4.5662], [5.4943, 5.0737, -2.2510], [4.9277, 4.9610, 0.1669], [3.5122, 3.1143, 1.0084], [-0.8482, -2.3660, -2.3484], [-3.0432, -2.0340, -3.4635], [-3.2812, -0.2867, -5.1876], [-1.3621, 1.1220, -5.8019], [0.8203, 0.8097, -4.6704], [3.7660, -4.9424, 1.3931], [2.9638, -4.1824, 0.3750], [1.4804, -4.4396, 0.4764], [3.5191, -4.3410, -1.0131], [3.2510, -1.7967, 0.9522], [5.4090, -1.1548, 0.4407], [6.3754, -2.2424, 0.8617], [5.6899, 0.1383, 1.1856], [5.4228, -0.9469, -1.0677], [2.6638, -1.4336, 3.1858], [3.1370, -0.0489, 3.5742], [1.1457, -1.5408, 3.1917], [3.3186, -2.4783, 4.0618], [3.7234, -5.9991, 1.1267], [3.3794, -4.8509, 2.4026], [4.8113, -4.6546, 1.3835], [1.2816, -5.4583, 0.1366], [0.9112, -3.7600, -0.1591], [1.1270, -4.3749, 1.5068], [3.3465, -5.3716, -1.3234], [4.5961, -4.1889, -1.0322], [3.0377, -3.6965, -1.7467], [6.2610, -2.4817, 1.9152], [7.3960, -1.8899, 0.7153], [6.2524, -3.1453, 0.2690], [5.8625, -0.0589, 2.2417], [4.8828, 0.8697, 1.0723], [6.6043, 0.5812, 0.7912], [5.0624, -1.8237, -1.6094], [6.4483, -0.7653, -1.3911], [4.8238, -0.0817, -1.3612], [2.8392, 0.7215, 2.8600], [4.2150, -0.0320, 3.7136], [2.6899, 0.2133, 4.5336], [0.6885, -0.8451, 2.4771], [0.7743, -1.2940, 4.1863], [0.8193, -2.5564, 2.9635], [4.3862, -2.5371, 3.8737], [2.8762, -3.4613, 3.9343], [3.1876, -2.1946, 5.1051]], "forces_ev_per_a": [[-0.264, 1.314, 0.937], [0.019, 0.205, -0.123], [-0.522, 0.018, 0.702], [0.482, 0.122, -0.128], [0.392, -0.101, -0.051], [0.104, -0.251, -0.435], [-1.186, 1.227, 1.512], [0.101, -0.496, -0.673], [-0.150, 1.466, 2.072], [-0.011, 0.534, 0.937], [1.894, -0.523, -0.611], [-0.116, 0.031, -0.012], [-0.245, 0.004, 0.174], [0.477, 0.069, 0.091], [-0.129, 0.045, 0.049], [0.747, 0.015, 0.194], [-0.157, 0.077, -0.071], [0.178, -0.474, -0.862], [-0.357, -0.174, -0.090], [-0.098, -0.218, -0.069], [0.689, -0.517, -0.568], [-0.547, -0.092, -0.038], [0.475, 0.654, 0.616], [-0.023, -0.022, 0.107], [-0.059, 0.006, 0.101], [0.038, -0.074, 0.075], [-0.053, -0.125, -0.012], [-0.026, -0.015, -0.228], [0.140, 0.060, -0.018], [-0.154, 0.070, 0.083], [0.004, -0.093, -0.037], [-0.085, 0.012, 0.093], [-0.174, 0.177, 0.014], [-0.005, -0.083, 0.030], [-0.161, 0.155, 0.001], [-0.145, 0.137, 0.122], [0.076, 0.123, -0.062], [-0.027, -0.173, 0.145], [-0.114, 0.013, -0.137], [-0.121, -0.084, -0.194], [-0.131, 0.030, -0.047], [-0.004, 0.053, 0.076], [-1.552, -0.871, -0.160], [0.510, -1.246, -2.480], [-0.403, 0.233, -0.534], [-0.503, -0.020, -1.043], [0.892, 1.279, -0.878], [-0.198, -0.225, 0.658], [0.121, 0.229, -0.040], [-0.099, -0.240, -0.090], [-0.412, -0.505, 0.319], [-0.110, -0.170, 0.168], [-0.017, -0.075, -0.136], [-0.022, 0.020, 0.369], [-0.960, -1.472, -0.089], [0.237, -0.139, -0.726], [0.270, 0.105, 0.198], [-0.072, -0.266, 0.207], [0.173, -0.106, 0.099], [0.043, 0.004, 0.007], [0.157, -0.035, 0.080], [0.177, 0.229, -0.164], [0.004, -0.068, -0.082], [0.046, 0.017, -0.108], [0.089, 0.105, -0.075], [0.026, 0.083, -0.029], [0.000, 0.084, 0.094], [-0.053, 0.058, 0.011], [-0.164, -0.154, 0.104], [-0.010, -0.081, -0.002], [-0.080, 0.026, -0.077], [0.060, 0.112, -0.073], [-0.004, 0.119, -0.083], [0.127, 0.346, 0.274], [-0.163, 0.555, 0.009], [-0.098, 0.279, 0.065], [0.039, 0.320, -0.116], [1.318, -0.714, 1.177], [-0.542, 0.005, 0.027], [-0.293, -0.128, 0.050], [-0.153, -0.122, 0.089], [-0.188, -0.138, 0.067], [0.072, 0.062, -0.729], [0.076, 0.091, -0.231], [0.111, -0.087, -0.231], [0.015, -0.145, -0.242], [-0.056, -0.141, -0.117], [-0.056, 0.001, 0.073], [0.200, -0.022, 0.032], [0.063, -0.091, -0.050], [-0.080, -0.096, 0.033], [-0.027, 0.058, -0.066], [-0.061, -0.189, 0.007], [0.062, 0.065, -0.069], [0.086, -0.143, 0.081], [0.092, -0.114, 0.144], [0.117, 0.085, -0.055], [0.028, -0.121, -0.015], [-0.076, 0.140, 0.065], [0.120, 0.008, 0.083], [0.124, 0.053, -0.092], [0.006, 0.022, -0.060], [0.117, 0.047, 0.001], [0.084, 0.007, -0.012], [0.149, -0.029, 0.186], [0.048, 0.108, -0.041], [-0.082, 0.007, 0.124], [-0.089, -0.080, 0.134], [-0.029, 0.049, 0.128], [-0.086, 0.054, -0.052], [0.188, -0.073, 0.086], [-0.009, -0.122, -0.007], [-0.054, 0.067, 0.143]], "total_charge": 4}

***

2.
{"formula": "C43H57BN7O2SSeSn", "method": "wB97M-V/def2-TZVPD", "symbols": ["Sn", "C", "C", "C", "C", "C", "C", "C", "Se", "C", "C", "C", "C", "C", "C", "O", "C", "C", "C", "C", "C", "C", "C", "C", "C", "O", "C", "C", "C", "C", "C", "C", "H", "H", "H", "H", "H", "H", "H", "H", "H", "H", "H", "H", "H", "H", "H", "H", "H", "H", "H", "H", "H", "H", "H", "H", "H", "H", "H", "H", "H", "H", "H", "H", "H", "H", "H", "H", "H", "H", "H", "H", "B", "N", "C", "C", "C", "N", "N", "C", "C", "C", "N", "H", "H", "H", "H", "H", "H", "H", "H", "C", "N", "C", "C", "N", "C", "S", "C", "C", "C", "C", "C", "N", "H", "H", "H", "H", "H", "H", "H", "H", "H"], "coordinates": [[-1.6867, -0.9019, 0.9831], [1.5614, -1.5342, -6.0989], [2.5950, -1.8151, -4.9581], [2.6026, -3.3095, -4.7198], [3.9558, -1.2819, -5.4681], [2.1624, -1.1135, -3.7067], [2.2014, -1.6424, -2.4620], [1.8813, -0.8982, -1.3202], [2.0607, -1.5116, 0.3530], [2.0456, 0.0877, 1.4152], [3.1180, 0.9730, 1.4342], [3.1742, 2.0756, 2.3116], [2.0033, 2.2752, 3.0905], [0.9018, 1.4593, 3.1610], [0.9221, 0.3213, 2.3277], [-0.0589, -0.5742, 2.3303], [-0.2393, 1.7449, 4.1255], [-1.5301, 1.9717, 3.2926], [-0.4515, 0.6130, 5.2022], [-0.0061, 3.0663, 4.8870], [4.3975, 2.9824, 2.4176], [4.9205, 2.9842, 3.8252], [4.0303, 4.4926, 2.0411], [5.5527, 2.5717, 1.4788], [1.1442, 0.4187, -1.5478], [0.3033, 0.6467, -0.7543], [1.5335, 1.1921, -2.7897], [1.9393, 0.3927, -3.8375], [1.5115, 2.6569, -2.8264], [2.3773, 3.1261, -1.6531], [0.0789, 3.1987, -2.6556], [2.0718, 3.1871, -4.1600], [1.8437, -2.0263, -6.9687], [1.4296, -0.4573, -6.3262], [0.4921, -1.9242, -5.9455], [2.6857, -3.8480, -5.6697], [1.7664, -3.7812, -4.1519], [3.5459, -3.6747, -4.1997], [4.4387, -2.0306, -6.1536], [4.6623, -1.0080, -4.6807], [3.8626, -0.3096, -6.0019], [2.5613, -2.6649, -2.2457], [4.0388, 0.6533, 0.9418], [2.0978, 3.1521, 3.7331], [-1.4388, 1.3029, 2.4422], [-1.5354, 2.9860, 2.8153], [-2.3843, 1.8189, 3.9370], [-0.7160, -0.3288, 4.6887], [-1.3494, 0.7986, 5.7874], [0.4093, 0.6518, 5.8210], [-0.0775, 3.9697, 4.2467], [0.9387, 3.0147, 5.3575], [-0.8593, 3.1459, 5.5783], [4.1792, 3.3624, 4.4933], [5.7361, 3.6507, 3.9243], [5.2204, 1.9504, 4.0856], [3.2179, 4.9997, 2.5587], [3.7611, 4.5871, 0.9387], [4.9772, 5.0170, 2.2968], [5.7244, 1.4410, 1.5511], [6.4831, 3.0820, 1.7204], [5.3874, 2.8558, 0.4814], [2.1392, 0.7849, -4.8325], [2.0060, 2.9373, -0.6680], [2.4945, 4.2416, -1.8524], [3.3426, 2.6934, -1.8089], [-0.5162, 2.7380, -1.8260], [-0.6471, 3.1585, -3.4505], [0.1050, 4.2744, -2.5535], [3.1608, 2.9059, -4.2631], [1.9712, 4.2659, -4.2963], [1.5008, 2.7367, -5.0206], [-2.5130, -3.5947, -0.5977], [-1.8926, -2.9480, -1.7972], [-1.9896, -3.3297, -3.0927], [-1.5067, -2.3018, -3.8899], [-1.1765, -1.2371, -2.9763], [-1.3762, -1.6885, -1.7321], [-1.5064, -3.9478, 0.5452], [-1.1113, -5.1505, 0.9711], [-0.2672, -4.9467, 2.0611], [-0.2160, -3.5651, 2.2048], [-0.9751, -2.9784, 1.2972], [-3.2861, -2.7991, -0.0844], [-2.9528, -4.6258, -0.9198], [-2.3385, -4.3139, -3.2591], [-1.3864, -2.1841, -4.9483], [-0.7054, -0.2675, -3.1141], [-1.5674, -6.0156, 0.4536], [0.0346, -5.7901, 2.6708], [0.2552, -2.9457, 2.9451], [-4.4836, -4.7210, 2.3838], [-5.0335, -3.4998, 1.8389], [-6.0175, -3.4766, 0.8511], [-6.3057, -2.2088, 0.6953], [-5.4827, -1.4492, 1.5334], [-4.6436, -2.2742, 2.1857], [-3.3561, -1.7885, 3.2710], [-5.4146, -0.0195, 1.4170], [-6.3088, 0.7750, 2.1599], [-6.2296, 2.1163, 1.8000], [-5.3228, 2.5745, 0.8919], [-4.5558, 1.6712, 0.2248], [-4.5494, 0.3630, 0.5102], [-3.4304, -4.6223, 2.2823], [-4.8629, -5.5771, 1.8105], [-4.6651, -4.8885, 3.4281], [-6.4998, -4.3713, 0.5579], [-7.0858, -1.7633, 0.1133], [-7.0417, 0.2894, 2.7772], [-6.9318, 2.8663, 2.1360], [-5.2786, 3.6340, 0.6244], [-3.7530, 2.0223, -0.4328]], "forces_ev_per_a": [[-0.259, 0.258, 0.226], [-2.357, 0.903, 1.544], [-1.314, -0.186, -0.515], [1.636, -2.092, 0.516], [0.601, 0.408, -0.469], [0.281, 2.854, -0.274], [0.460, -1.789, 1.156], [-0.350, 0.581, -0.783], [0.268, 0.147, 0.603], [-1.611, 1.270, 1.813], [1.229, -0.252, 0.562], [-1.251, -1.161, -0.969], [2.037, 1.141, 0.025], [0.409, -0.542, -0.016], [0.334, -1.388, -1.642], [0.374, 0.116, 0.031], [-0.917, 0.754, 0.039], [1.167, 0.486, -0.591], [-1.096, 0.511, -2.103], [-1.541, -0.159, -0.747], [-0.635, 1.406, -1.050], [-0.250, -1.301, 0.133], [0.817, -0.698, -1.019], [0.062, -1.727, 1.370], [2.353, -0.558, -1.109], [-1.970, 1.410, 0.958], [0.344, -2.677, -1.532], [-0.441, -0.778, 1.367], [-1.230, 1.044, -0.348], [0.164, 2.306, -1.656], [-1.219, 0.017, 1.028], [0.447, -0.925, -0.803], [0.974, -0.781, -1.653], [0.292, -0.560, 0.100], [1.622, 0.431, 0.434], [-0.266, 0.201, -0.047], [0.282, 0.863, -0.507], [-0.956, 0.707, -0.282], [-0.531, 0.735, 0.640], [-0.034, -0.587, 0.247], [-0.280, -0.772, 0.002], [-0.231, 0.521, -0.592], [-0.377, 0.337, -0.322], [-0.434, -0.240, -0.077], [-0.871, -0.263, 0.120], [-0.061, -0.636, 0.693], [-0.485, -0.091, -0.284], [0.916, 0.132, 0.359], [0.042, 0.518, 0.214], [0.755, -0.744, 0.678], [0.318, -0.593, 0.146], [0.801, 0.304, 1.056], [0.583, 0.096, 0.194], [-0.652, -0.082, 0.727], [1.138, 0.530, 0.003], [-0.092, 0.593, 0.235], [-0.064, -0.463, 0.472], [0.655, -0.131, 1.235], [-0.698, 0.184, -0.596], [0.039, 1.622, -0.149], [0.011, -0.043, 0.479], [-0.612, 0.035, -1.555], [0.024, 0.106, 0.478], [-0.360, -0.165, 0.515], [-0.053, -1.204, 0.783], [0.854, -0.292, 0.305], [0.977, 0.520, -0.232], [0.311, -0.853, -1.178], [0.347, 0.405, 0.715], [-1.060, 0.342, -0.008], [0.043, -0.058, 0.444], [0.592, 0.398, 0.788], [-0.037, 0.077, 1.184], [0.984, 1.587, -1.581], [0.777, 1.024, 0.490], [0.143, 1.328, 0.693], [-0.166, -2.363, 0.505], [-0.231, 0.112, 0.287], [-0.314, 0.143, -0.906], [-0.579, 0.271, -0.445], [-0.605, -1.099, -0.214], [0.429, -0.128, 1.020], [0.112, -0.442, -0.680], [-0.118, -0.073, -0.122], [-0.723, -0.707, -0.282], [-0.342, -0.611, -0.593], [-0.296, -0.475, -0.233], [-0.416, -0.272, -0.265], [0.731, 0.487, 0.649], [0.529, 0.597, 0.115], [0.184, -0.044, 0.155], [0.062, -0.350, -0.656], [-0.085, -1.291, 0.145], [0.807, -0.762, 1.831], [-0.728, 2.121, -0.381], [-0.660, -0.187, -0.708], [0.613, 0.696, 0.997], [-0.813, -0.315, -0.982], [-0.484, -0.652, 0.738], [1.174, -0.098, -1.854], [-1.522, 0.175, 1.098], [-0.008, 0.910, -0.856], [2.163, -0.340, 0.075], [-0.403, 0.860, -0.366], [1.041, -0.358, -0.142], [0.202, 0.347, 0.115], [-0.521, 0.286, 0.530], [-0.195, -0.484, -0.474], [0.020, 0.265, -0.199], [-0.093, 0.259, 0.364], [-0.127, -0.217, 0.629], [-0.031, -0.415, 0.162], [-0.475, -0.263, -0.162]], "total_charge": 1}

***

For each record above, in turn, the calculated strongest force on any atom values are 0.055 0.060 hartree/bohr.
For each record above, in turn, the calculated orbital gap values are 6.549 4.484 eV.
For each record above, in turn, the calculated HOMO level values are -0.64009 -0.35170 hartree.